105
Properties=species:S:1:pos:R:3 method="wB97M-V/def2-TZVPD" e_homo_ev=-16.06 total_charge=+3 multiplicity=1 energy_ha=-7903.45574
C -2.761 0.583 3.491
H -5.912 0.622 -3.594
H -5.650 -2.524 -2.524
H -0.182 -0.847 -4.953
H -5.875 2.739 -3.375
H -1.594 -0.394 -5.922
H -3.368 -1.685 -5.697
C 0.535 -1.906 -2.373
H -4.909 -2.383 1.393
C 2.534 -1.809 -3.685
Si -4.009 -0.985 -3.439
C 2.490 1.248 -0.058
Cl 0.053 2.998 -0.485
C -4.960 3.288 -3.155
H -4.942 -4.645 2.256
C 1.753 -1.299 -2.640
H -3.900 4.621 -0.287
C -1.171 -2.986 1.003
C 2.256 -0.263 -1.750
H -2.651 4.606 -1.529
C -5.218 0.148 -4.288
H -2.660 -0.409 3.044
N 0.882 -3.524 -4.028
H -3.388 4.394 2.784
C -3.004 -1.619 0.832
O -1.634 0.986 1.048
C 0.737 2.185 -3.923
C -5.279 1.730 -0.534
C -1.932 -4.008 1.516
H 4.279 -1.740 -4.925
O -3.995 -4.828 2.181
C -3.303 -3.817 1.689
H 4.844 3.631 -0.545
H -1.425 -4.453 -3.405
H -3.104 3.525 4.296
H -4.360 3.332 -4.061
H -5.290 -1.281 -1.329
C -2.618 4.008 3.451
C -3.188 -2.085 -4.697
C -1.909 2.785 -5.322
Si -4.076 2.602 -1.667
H -0.712 -4.581 -1.802
H 3.343 2.043 3.137
H -2.055 4.855 3.840
H -5.245 4.315 -2.906
C -4.842 -1.940 -2.074
C 4.195 2.931 1.376
H -1.233 3.555 1.834
N 1.643 0.332 -0.777
C -3.172 3.984 -0.797
H 1.373 2.198 -4.814
H -2.002 1.713 5.193
H -0.794 0.662 4.441
H 2.555 -3.329 -5.202
C -1.847 0.761 4.692
H -5.852 0.977 -1.078
H 0.901 5.003 0.420
C -0.663 -0.028 -5.490
H -3.809 0.704 3.770
H -1.819 -3.249 -2.152
H -1.485 -4.959 1.768
H -4.806 1.253 0.327
H 0.648 3.211 -3.572
H 4.865 3.572 1.932
Br 0.648 -3.359 0.709
O -0.206 -1.332 -1.411
I 1.211 -0.050 2.321
C 3.871 -1.212 -4.063
H 5.286 -2.018 -2.955
Si -0.906 1.491 -4.446
H -0.851 2.691 3.330
H -0.364 5.290 -0.830
H -5.994 2.462 -0.149
C 3.339 2.076 2.057
S -2.590 1.691 2.048
H -1.322 3.126 -6.180
H -0.008 0.254 -6.320
H -2.091 -0.021 5.411
H 3.742 -0.169 -4.363
C 0.543 4.756 -0.573
H -2.110 3.657 -4.700
H -3.406 -0.663 0.522
H -2.443 3.630 -0.075
C 2.497 1.254 1.329
Ti -0.607 -0.090 -0.264
H -3.662 -3.068 -4.652
N -1.669 -1.773 0.684
Cl 1.781 5.076 -1.749
C 2.014 -2.904 -4.363
C -1.036 -3.875 -2.574
H 1.244 1.605 -3.153
H 3.311 -0.041 -1.889
C -3.848 -2.582 1.317
C 0.142 -3.071 -3.025
H -4.174 -2.640 -1.574
H -2.853 2.398 -5.710
Sb -2.337 0.753 -2.344
H -5.810 -0.468 -4.972
C 4.187 2.957 -0.012
H -2.119 -2.224 -4.581
H 3.322 2.176 -1.806
C 3.339 2.125 -0.724
H -4.737 0.922 -4.888
O 4.770 -1.205 -2.966
C -1.660 3.078 2.712